The following is a DFT calculation (wB97M-V/def2-TZVPD) of C18H27BrLiN2O6 as an isolated structure in a non-equilibrium geometry.

As for the spin multiplicity: 1. The gap between HOMO and LUMO comes out at 7.23 eV. Its net charge is +1.

The geometry in XYZ format:
```
55
C18H27BrLiN2O6 (wB97M-V/def2-TZVPD)
C -4.999 3.537 0.574
C -3.380 3.123 0.652
C -2.650 4.391 1.462
C -3.121 1.672 1.371
C -2.131 1.756 2.705
C -2.634 0.481 0.302
O -1.178 0.335 0.317
C -0.564 0.457 -1.012
C -0.901 1.911 -1.768
N -1.146 2.996 -2.443
C -1.064 -0.710 -2.091
C -0.338 -0.535 -3.586
O 0.199 -1.646 -4.153
C 1.081 0.345 -0.748
C 1.292 0.801 0.847
N 1.402 1.026 2.140
C 1.662 -1.182 -0.858
O 1.116 -2.124 0.150
C 2.251 -3.084 0.355
O 1.845 -4.339 1.006
C 2.544 -5.487 0.404
C 4.063 -5.747 0.962
O 4.585 -4.709 1.865
C 1.978 1.283 -1.744
C 2.312 2.797 -1.116
O 1.604 3.896 -1.386
Br 3.919 3.071 0.107
H -5.050 4.690 0.316
H -5.469 2.934 -0.338
H -5.564 3.354 1.584
H -2.992 3.204 -0.453
H -2.798 5.343 0.762
H -3.133 4.571 2.515
H -1.477 4.199 1.513
H -4.168 1.286 1.792
H -1.962 0.657 3.095
H -2.704 2.322 3.579
H -1.098 2.252 2.446
H -3.079 -0.525 0.767
H -3.130 0.593 -0.749
H -0.934 -1.810 -1.661
H -2.232 -0.615 -2.323
H -0.234 0.502 -4.138
H 2.829 -1.110 -0.617
H 1.588 -1.671 -1.919
H 2.759 -3.296 -0.705
H 3.083 -2.565 1.028
H 2.511 -5.465 -0.789
H 1.908 -6.454 0.698
H 4.071 -6.765 1.584
H 4.765 -5.876 0.018
H 5.592 -4.849 1.963
H 3.049 0.759 -1.812
H 1.596 1.336 -2.859
Li 4.525 -1.315 0.392
```


The following is a DFT calculation (wB97M-V/def2-TZVPD) of C15H30N6S4SbW as an isolated structure in a non-equilibrium geometry.

As for the spin multiplicity: 1. The gap between HOMO and LUMO (alpha / beta) comes out at 5.05 / 5.00 eV. The energy above the lowest of the compared OMol25 structures with the same formula, charge and spin comes out at 0.660 eV. Its net charge is +3.

The geometry in XYZ format:
```
57
C15H30N6S4SbW (wB97M-V/def2-TZVPD)
W -0.622 -1.528 -0.096
C 2.065 -3.559 0.415
C 2.607 -2.186 0.775
N 1.514 -1.363 1.352
C 1.973 0.032 1.488
C 1.714 0.764 0.194
C 2.303 1.990 -0.086
C 2.035 2.609 -1.301
C 1.230 1.954 -2.227
C 0.683 0.725 -1.895
C -0.120 -0.109 -2.860
N -0.091 -1.507 -2.370
C 1.233 -2.124 -2.650
C 1.310 -3.494 -1.976
N 0.941 -3.408 -0.538
N 0.882 0.149 -0.682
H 1.694 -4.057 1.318
H 2.867 -4.178 0.000
H 2.978 -1.681 -0.122
H 3.440 -2.293 1.481
H 1.321 -1.738 2.290
H 3.045 0.080 1.729
H 1.460 0.530 2.318
H 2.969 2.455 0.626
H 2.469 3.571 -1.533
H 1.042 2.393 -3.194
H 0.290 -0.024 -3.877
H -1.156 0.256 -2.903
H -0.791 -2.047 -2.903
H 2.021 -1.458 -2.275
H 1.391 -2.250 -3.729
H 2.319 -3.898 -2.103
H 0.611 -4.172 -2.474
H 0.326 -4.212 -0.371
S -1.952 -3.505 -1.108
Sb -3.486 -3.518 0.737
S -2.649 -0.493 -0.976
S -1.362 -2.637 1.866
S -4.078 -1.059 0.367
C -2.077 3.791 0.320
C -1.981 2.691 1.376
C -3.376 2.269 1.826
C -1.113 3.141 2.555
N -1.310 1.556 0.672
N -1.155 0.350 1.461
H -2.540 4.676 0.746
H -2.687 3.456 -0.515
H -1.092 4.071 -0.051
H -3.907 3.141 2.194
H -3.360 1.542 2.639
H -3.942 1.871 0.986
H -1.519 4.049 2.986
H -0.098 3.360 2.223
H -1.076 2.400 3.354
H -0.392 1.912 0.407
H -2.128 0.149 1.767
H -0.670 0.566 2.352
```


The following is a DFT calculation (wB97M-V/def2-TZVPD) of a 2-piece molecular cluster, C2HF2N3 overall in a non-equilibrium geometry.

As for the spin multiplicity: 1. The gap between HOMO and LUMO (alpha / beta) comes out at 9.08 / 9.08 eV. The energy above the lowest of the compared OMol25 structures with the same formula, charge and spin comes out at 2.872 eV.

The geometry in XYZ format:
```
8
C2HF2N3 (wB97M-V/def2-TZVPD)
C 0.704 -1.212 0.073
C 0.591 1.645 -0.059
N -0.527 -1.229 -0.074
N -0.558 1.636 -0.001
N -1.560 -0.759 -0.520
F 1.373 -2.073 0.863
F 1.779 1.920 -0.396
H -1.803 0.072 0.112
```


One value per record, in order, for total energy: -104594.84216 -76662.35168 -11989.77196 eV.